No. 1
{
  "formula": "C4H10Br",
  "method": "wB97M-V/def2-TZVPD",
  "elements": ["Br", "C", "C", "C", "C", "H", "H", "H", "H", "H", "H", "H", "H", "H", "H"],
  "positions_angstrom": [[3.663, -0.047, -0.032], [-0.829, 0.038, 0.021], [-0.436, 0.762, 1.299], [-0.522, 0.770, -1.277], [-0.597, -1.473, 0.012], [0.177, 0.163, 2.000], [-1.500, -2.113, 0.037], [2.266, -0.181, -0.106], [0.225, 1.627, 1.151], [0.029, -1.838, 0.838], [-1.272, 1.145, 1.920], [0.156, 1.641, -1.155], [-1.386, 1.163, -1.837], [0.049, 0.181, -2.015], [-0.024, -1.837, -0.856]],
  "total_charge": 0,
  "spin_multiplicity": 2,
  "gap_ev": [8.648, 11.474]
}

=====

No. 2
{
  "formula": "C5H8O2",
  "method": "wB97M-V/def2-TZVPD",
  "elements": ["O", "O", "C", "C", "C", "C", "C", "H", "H", "H", "H", "H", "H", "H", "H"],
  "positions_angstrom": [[-1.448, 0.521, 1.430], [1.021, 1.242, 1.241], [-0.685, -0.476, 0.824], [-0.006, 0.140, -1.418], [1.191, 0.194, -0.688], [0.846, -0.036, 0.822], [-1.063, -0.603, -0.694], [-0.932, -1.652, -1.017], [1.345, 1.349, -0.456], [-0.200, 0.765, -2.292], [-0.777, 1.234, 1.549], [-0.847, -1.440, 1.330], [-2.096, -0.307, -0.899], [1.485, -0.786, 1.322], [2.165, -0.144, -1.054]],
  "total_charge": 0,
  "gap_ev": [6.557, 9.060]
}

=====

No. 3
{
  "formula": "C17H12BrN4O6",
  "method": "wB97M-V/def2-TZVPD",
  "elements": ["Br", "O", "O", "O", "O", "O", "O", "N", "N", "N", "N", "C", "C", "C", "C", "C", "C", "C", "C", "C", "C", "C", "C", "C", "C", "C", "C", "C", "H", "H", "H", "H", "H", "H", "H", "H", "H", "H", "H", "H"],
  "positions_angstrom": [[4.621, -2.515, -3.166], [2.195, -0.269, 1.413], [-0.986, 2.744, 0.008], [-2.958, 1.192, 1.047], [1.196, 2.673, -0.344], [2.712, -2.401, 1.233], [-3.898, -0.886, 1.585], [1.876, -1.465, 1.184], [-2.341, -5.614, 2.021], [-3.488, -2.187, 1.716], [-2.785, -0.017, 1.116], [-1.892, -4.550, 1.776], [1.118, -0.060, -1.282], [-2.167, -2.177, 1.328], [0.852, -1.250, -1.956], [-0.752, 4.167, 0.248], [-1.727, -0.890, 0.917], [-2.121, 4.761, 0.443], [-0.038, 0.446, -0.455], [0.051, -3.024, 1.251], [0.528, -1.757, 0.882], [-0.301, -0.445, 0.658], [-1.309, -3.290, 1.444], [3.420, -0.174, -2.034], [0.137, 2.057, -0.202], [1.878, -1.979, -2.544], [3.192, -1.469, -2.528], [2.366, 0.532, -1.425], [2.572, 1.528, -1.057], [-2.762, 4.076, 1.005], [4.418, 0.268, -2.078], [1.687, -2.959, -2.975], [-0.965, 0.492, -0.987], [-2.042, 5.711, 0.979], [-0.129, 4.256, 1.152], [-2.577, 4.967, -0.531], [-0.222, 4.614, -0.608], [0.759, -3.812, 1.452], [-0.169, -1.628, -1.978], [0.054, 0.334, 1.291]],
  "total_charge": -1,
  "gap_ev": 7.102
}

=====

No. 4
{
  "formula": "C30H56O30S4",
  "method": "wB97M-V/def2-TZVPD",
  "elements": ["S", "S", "S", "S", "O", "O", "O", "O", "O", "O", "O", "O", "O", "O", "O", "O", "O", "O", "O", "O", "O", "O", "O", "O", "O", "O", "O", "O", "O", "O", "O", "O", "O", "O", "C", "C", "C", "C", "C", "C", "C", "C", "C", "C", "C", "C", "C", "C", "C", "C", "C", "C", "C", "C", "C", "C", "C", "C", "C", "C", "C", "C", "C", "C", "H", "H", "H", "H", "H", "H", "H", "H", "H", "H", "H", "H", "H", "H", "H", "H", "H", "H", "H", "H", "H", "H", "H", "H", "H", "H", "H", "H", "H", "H", "H", "H", "H", "H", "H", "H", "H", "H", "H", "H", "H", "H", "H", "H", "H", "H", "H", "H", "H", "H", "H", "H", "H", "H", "H", "H"],
  "positions_angstrom": [[-1.906, -21.226, -10.474], [8.250, -21.606, -4.257], [3.013, -20.879, -4.163], [-3.595, -22.305, -1.567], [1.001, -14.121, -2.236], [-1.583, -25.449, -6.852], [-1.404, -16.781, -6.970], [5.166, -23.073, -6.231], [6.852, -24.721, -0.108], [5.505, -24.318, -1.797], [9.307, -20.757, -3.284], [-3.179, -21.569, -3.040], [-2.979, -21.095, -9.222], [7.215, -22.003, -3.345], [3.924, -24.641, -7.333], [1.928, -15.695, -3.617], [5.595, -23.704, -8.313], [5.476, -17.467, -7.758], [2.563, -21.820, -5.509], [1.722, -20.359, -3.815], [4.391, -15.765, -8.465], [-2.506, -23.106, -1.236], [0.508, -16.349, -2.007], [-1.441, -18.765, -7.705], [0.493, -18.008, -6.865], [-4.048, -21.262, -0.718], [6.230, -16.401, -9.512], [5.702, -22.737, -0.242], [-0.834, -22.029, -10.014], [-1.108, -23.880, -5.272], [0.416, -25.153, -6.025], [4.004, -19.961, -4.719], [-1.585, -19.908, -10.796], [9.098, -22.558, -4.963], [3.564, -16.329, -7.454], [4.278, -17.618, -7.073], [-3.069, -22.282, -8.318], [1.898, -21.919, -7.810], [3.690, -21.958, -2.952], [9.128, -20.663, -1.910], [1.030, -15.304, -2.586], [10.225, -19.779, -1.207], [7.817, -20.299, -5.398], [6.136, -23.876, -0.701], [4.003, -25.300, -8.493], [-2.704, -21.994, -11.869], [-0.652, -17.832, -7.190], [5.461, -16.578, -8.706], [-2.031, -20.854, -3.039], [6.116, -25.512, -2.054], [4.933, -23.717, -7.243], [-2.785, -18.348, -7.886], [1.993, -17.138, -3.714], [-0.842, -24.861, -6.114], [0.913, -17.554, -2.660], [5.109, -24.631, -9.313], [-1.751, -20.376, -4.393], [6.784, -25.888, -0.751], [-2.788, -16.897, -7.411], [-4.360, -22.131, -7.467], [-5.004, -23.268, -2.055], [-0.005, -23.554, -4.497], [1.111, -24.572, -4.953], [1.819, -21.102, -6.564], [2.448, -20.161, -6.771], [10.606, -18.788, -1.690], [-5.651, -22.492, -2.332], [-4.741, -22.941, -6.912], [-3.534, -21.274, -12.205], [4.441, -17.934, -6.060], [-5.218, -22.137, -8.122], [4.664, -23.892, -10.081], [5.733, -25.424, -9.885], [-2.400, -20.096, -2.321], [4.201, -26.405, -8.212], [-2.059, -22.215, -12.578], [2.870, -22.021, -8.178], [-0.295, -23.662, -3.338], [8.200, -20.241, -1.763], [-1.145, -21.379, -2.489], [9.033, -21.839, -1.375], [-3.066, -22.886, -11.736], [0.252, -22.434, -4.727], [7.127, -19.818, -4.594], [1.387, -25.288, -4.120], [-3.123, -23.111, -8.981], [1.856, -17.434, -4.645], [4.484, -22.581, -3.563], [-3.514, -16.720, -6.609], [0.091, -17.952, -3.011], [11.129, -20.215, -1.039], [3.039, -22.649, -2.659], [2.901, -17.579, -3.561], [3.951, -21.475, -2.059], [0.785, -20.725, -6.073], [8.742, -19.624, -5.609], [7.635, -26.491, -0.640], [-4.127, -21.274, -6.690], [-3.361, -19.102, -7.165], [-5.600, -23.947, -1.288], [3.466, -15.689, -6.519], [1.423, -23.009, -7.555], [-2.257, -22.317, -7.744], [-2.515, -19.754, -4.678], [7.183, -20.594, -6.260], [1.258, -21.516, -8.477], [-2.955, -16.228, -8.067], [1.954, -24.139, -5.420], [6.993, -25.436, -2.729], [2.983, -25.511, -8.799], [5.569, -26.314, -2.571], [3.785, -18.525, -7.435], [-4.854, -23.927, -2.958], [1.252, -18.301, -2.102], [6.093, -26.495, -0.392], [-3.304, -18.412, -8.890], [-0.713, -19.817, -4.340], [-1.637, -21.310, -5.052], [2.494, -16.205, -7.939], [10.110, -19.439, -0.106]],
  "total_charge": 0,
  "gap_ev": 10.210
}

=====

No. 5
{
  "formula": "C43H47BBr2N13O4PRbS2",
  "method": "wB97M-V/def2-TZVPD",
  "elements": ["Rb", "Br", "Br", "S", "S", "P", "O", "O", "O", "O", "N", "N", "N", "N", "N", "N", "N", "N", "N", "N", "N", "N", "N", "C", "C", "C", "C", "C", "C", "C", "C", "C", "C", "C", "C", "C", "C", "C", "C", "C", "C", "C", "C", "C", "C", "C", "C", "C", "C", "C", "C", "C", "C", "C", "C", "C", "C", "C", "C", "C", "C", "C", "C", "C", "C", "C", "B", "H", "H", "H", "H", "H", "H", "H", "H", "H", "H", "H", "H", "H", "H", "H", "H", "H", "H", "H", "H", "H", "H", "H", "H", "H", "H", "H", "H", "H", "H", "H", "H", "H", "H", "H", "H", "H", "H", "H", "H", "H", "H", "H", "H", "H", "H", "H"],
  "positions_angstrom": [[0.159, -0.207, 0.438], [-4.399, -2.711, 1.172], [-0.783, 3.612, 2.650], [2.268, 2.729, -0.550], [4.032, 6.682, -1.752], [3.962, 4.698, -1.651], [0.363, -0.341, 2.996], [-0.296, 2.199, -0.494], [1.174, -2.446, 2.969], [0.464, 3.116, -2.393], [-0.735, -3.318, -2.027], [2.941, -1.185, -0.555], [-2.515, -1.210, -1.498], [4.345, -3.102, -0.304], [-2.932, 1.942, 3.091], [-1.054, -4.197, -5.052], [-1.793, -3.376, -4.282], [4.288, -1.404, 1.314], [0.242, -0.374, -3.497], [-1.987, -2.161, 2.385], [0.037, -2.797, -1.054], [-2.211, -1.417, -2.792], [0.080, -1.692, -3.751], [5.701, 4.169, -5.329], [-1.421, -2.595, 4.668], [6.654, 4.477, 1.435], [-3.242, -4.658, -5.345], [6.353, 2.240, 0.622], [-2.979, 3.028, 0.963], [-3.596, 0.298, -2.783], [3.777, -0.120, 1.778], [-0.640, -4.860, -0.456], [-2.407, 2.750, 2.200], [5.236, 4.730, -4.149], [5.189, 4.073, -0.441], [5.482, 2.711, -0.348], [-2.834, -0.521, -3.585], [3.794, -1.864, 0.108], [-4.189, 2.434, 0.677], [5.492, 2.822, -5.592], [-2.687, -3.093, 4.904], [-0.847, 2.910, -2.929], [1.181, -2.208, -4.333], [4.805, 2.043, -4.672], [5.779, 4.949, 0.466], [-4.779, 1.568, 1.597], [0.286, -1.580, 3.096], [5.792, -3.117, -0.432], [-3.349, -0.186, -1.483], [0.100, -3.715, -0.102], [3.690, -3.731, -1.433], [-3.175, -2.657, 2.638], [6.944, 3.122, 1.517], [-1.105, -2.131, 3.392], [-4.088, 1.353, 2.779], [4.481, -2.347, 2.409], [-6.074, 0.867, 1.303], [-3.109, -3.636, -4.429], [0.641, 2.651, -1.137], [4.557, 3.949, -3.215], [-3.605, -3.137, 3.863], [-1.163, -4.553, -1.691], [-1.917, -4.965, -5.699], [2.096, -1.191, -4.484], [1.447, -0.063, -3.943], [4.332, 2.602, -3.493], [-1.148, -2.444, -3.213], [-1.794, -5.121, -2.356], [4.793, -3.317, 2.033], [7.105, 5.173, 2.134], [-1.036, 1.844, -3.058], [2.746, -1.594, -1.463], [-3.725, 0.169, -0.538], [-6.803, 1.553, 0.868], [5.257, -1.959, 3.076], [5.852, 2.383, -6.515], [5.383, 5.781, -3.936], [4.622, 0.996, -4.873], [-4.214, 1.126, -3.088], [3.679, 0.568, 0.943], [6.252, -2.611, 0.413], [3.550, -2.472, 2.972], [6.121, -2.615, -1.355], [-4.487, 0.672, 3.526], [7.618, 2.753, 2.281], [-0.776, -5.766, 0.110], [5.015, 2.002, -1.019], [-0.850, 3.421, -3.889], [-4.669, 2.619, -0.278], [6.549, 1.177, 0.688], [2.802, -0.229, 2.264], [1.218, -3.251, -4.597], [-6.501, 0.437, 2.210], [1.794, 0.954, -3.856], [-1.607, 3.332, -2.271], [3.924, -3.238, -2.389], [-5.919, 0.048, 0.597], [-4.155, -5.106, -5.700], [0.654, -3.518, 0.807], [-0.670, -2.556, 5.444], [6.228, 4.788, -6.046], [-2.966, -3.453, 5.887], [5.546, 6.004, 0.394], [2.610, -3.724, -1.296], [4.024, -4.769, -1.496], [-1.556, -5.707, -6.395], [3.773, 1.997, -2.789], [3.075, -1.260, -4.928], [-2.674, -0.523, -4.651], [6.147, -4.150, -0.461], [-3.845, -3.084, -3.870], [-4.604, -3.527, 3.986], [4.485, 0.291, 2.501], [-2.471, 3.672, 0.261]],
  "total_charge": -2,
  "spin_multiplicity": 2,
  "gap_ev": [5.379, 6.684]
}

=====

No. 6
{
  "formula": "C29H84O13",
  "method": "wB97M-V/def2-TZVPD",
  "elements": ["O", "O", "O", "O", "O", "O", "O", "O", "O", "O", "O", "O", "O", "C", "C", "C", "C", "C", "C", "C", "C", "C", "C", "C", "C", "C", "C", "C", "C", "C", "C", "C", "C", "C", "C", "C", "C", "C", "C", "C", "C", "C", "H", "H", "H", "H", "H", "H", "H", "H", "H", "H", "H", "H", "H", "H", "H", "H", "H", "H", "H", "H", "H", "H", "H", "H", "H", "H", "H", "H", "H", "H", "H", "H", "H", "H", "H", "H", "H", "H", "H", "H", "H", "H", "H", "H", "H", "H", "H", "H", "H", "H", "H", "H", "H", "H", "H", "H", "H", "H", "H", "H", "H", "H", "H", "H", "H", "H", "H", "H", "H", "H", "H", "H", "H", "H", "H", "H", "H", "H", "H", "H", "H", "H", "H", "H"],
  "positions_angstrom": [[2.009, -1.900, -4.086], [-0.797, 0.011, 5.078], [-0.363, -0.990, -0.234], [-2.422, -1.712, 1.972], [1.165, 1.922, 2.953], [-3.061, 5.070, -2.351], [2.059, -3.671, -2.181], [2.873, 2.483, 0.706], [2.814, -2.346, 1.933], [-4.959, 0.202, -2.653], [0.359, -0.017, -4.779], [0.785, 2.536, -3.480], [-3.661, -3.791, -1.475], [-0.001, 3.250, 1.702], [0.751, 3.081, 3.028], [-5.336, 0.621, -0.537], [1.805, 4.134, 3.282], [3.017, -1.206, -3.764], [-3.070, 0.165, -1.254], [-4.606, -1.241, 2.312], [3.833, -2.784, 0.011], [1.293, 2.710, -2.283], [-2.858, 3.113, -3.302], [-1.619, 3.752, -1.199], [0.768, -4.036, -1.733], [3.619, -0.265, -4.838], [2.632, -4.539, 1.433], [-2.392, -3.202, -1.394], [-4.494, -0.145, -1.542], [2.430, -0.428, -2.647], [4.818, 2.028, 0.127], [-0.043, 0.267, 0.251], [-3.143, -0.914, 2.648], [-0.149, -1.018, 5.307], [-0.912, -2.266, 5.568], [0.773, -1.244, 4.079], [-2.199, 4.176, -2.525], [2.724, -3.128, 0.985], [-0.712, -0.319, -3.924], [3.440, 0.250, 1.193], [-2.856, 0.587, 2.577], [3.784, 1.708, 1.032], [0.366, -3.167, -1.286], [-1.558, -1.709, 2.361], [1.694, -2.906, 0.598], [3.676, -4.995, 1.374], [-1.302, -1.165, -4.205], [1.507, 1.738, 3.833], [-1.194, -2.539, 6.573], [-3.160, 3.426, -4.263], [-1.068, 2.833, -1.305], [4.440, 0.274, -4.355], [4.688, -2.248, 0.409], [-5.246, -0.350, 2.574], [-0.786, 0.964, -0.185], [-1.021, 4.440, -0.657], [2.719, 0.335, -5.106], [-2.228, 2.189, -3.248], [4.073, 1.914, 2.036], [-1.724, -3.993, -1.054], [2.118, 4.036, 4.322], [1.839, -1.048, -1.940], [2.731, 3.696, 2.753], [-1.365, 4.490, -3.184], [-0.966, 2.712, 1.709], [-0.375, -0.612, -2.877], [-3.709, 2.709, -2.785], [2.904, 0.125, 2.143], [1.911, 0.430, -2.928], [0.108, -4.508, -2.430], [1.569, 5.143, 2.899], [-2.390, -0.291, -1.973], [1.563, -1.993, 4.240], [-3.863, 4.675, -1.929], [-1.067, -1.306, 0.304], [2.065, 2.198, 1.184], [0.446, 2.985, 0.825], [0.479, -0.795, 6.236], [-5.018, -2.089, 2.812], [4.263, -0.406, 1.191], [2.383, 2.520, -2.279], [-4.004, -3.603, -0.620], [3.822, -1.796, -3.259], [-4.472, -1.198, -1.535], [-2.871, 1.232, -1.335], [-6.351, 0.409, -0.292], [4.123, -3.615, -0.603], [-4.993, 0.452, 0.488], [-1.725, -2.509, 4.935], [-2.937, -1.108, 3.738], [-0.483, 0.732, 5.657], [2.124, -4.666, 2.404], [2.023, -5.053, 0.738], [2.630, -1.474, 1.618], [3.883, -0.763, -5.808], [2.605, -4.478, -2.320], [0.848, -4.560, -0.884], [-3.055, 1.136, 1.658], [-3.422, 1.107, 3.392], [1.409, -0.305, 4.061], [-0.201, -3.022, 5.288], [-4.776, -1.511, 1.283], [-1.350, 0.494, -3.817], [5.248, 3.028, 0.233], [-0.030, 0.353, 1.380], [5.650, 1.338, 0.296], [-2.257, -2.692, -2.350], [4.469, 1.794, -0.959], [0.941, 1.652, -3.784], [-2.456, 3.400, -0.477], [0.982, -0.726, -4.653], [-0.308, 4.319, 1.614], [3.137, -0.098, -1.960], [1.005, 3.713, -2.055], [-2.895, -0.265, -0.292], [0.228, -1.312, 3.142], [2.771, 0.030, 0.400], [0.952, 0.579, -0.132], [-4.630, -0.342, -3.426], [3.416, -2.023, -0.657], [-2.392, -2.438, -0.599], [-1.765, 0.697, 2.742], [1.721, -2.329, -3.285], [0.896, 2.155, -1.435], [0.117, 2.988, 3.885], [-5.226, 1.661, -0.800]],
  "total_charge": 0,
  "gap_ev": 9.250
}

=====

Number 1: DFT total energy -74350.6913 eV. Number 2: DFT total energy -9405.3408 eV. Number 3: DFT total energy -106104.9511 eV. Number 4: DFT total energy -136769.7820 eV. Number 5: DFT total energy -245298.4236 eV. Number 6: DFT total energy -58038.1296 eV.